P) Computed, not measured: a 12-piece molecular cluster, C68H164N12O12 overall, with wB97M-V/def2-TZVPD.

Cartesian coordinates (Å):
C  1.224  -5.552  5.366
C  0.115  -5.768  4.370
C  0.700  -6.218  3.021
O  1.542  -5.317  2.329
C  0.877  -4.380  1.524
N  -0.674  -7.020  4.770
H  0.944  -4.900  6.221
H  2.108  -5.118  4.863
H  1.614  -6.466  5.796
H  -0.501  -4.856  4.277
H  -0.156  -6.546  2.421
H  1.264  -7.107  3.265
H  0.104  -4.853  0.920
H  1.625  -3.938  0.852
H  0.450  -3.570  2.119
H  -0.672  -7.068  5.789
H  -1.647  -6.950  4.454
C  -5.662  5.268  -1.100
C  -4.495  4.455  -0.399
C  -3.182  4.636  -1.100
O  -2.801  5.959  -1.102
C  -1.572  6.136  -1.605
N  -4.229  4.659  1.007
H  -5.590  5.043  -2.188
H  -5.571  6.351  -0.954
H  -6.704  4.925  -0.869
H  -4.758  3.417  -0.530
H  -3.116  4.169  -2.104
H  -2.420  4.156  -0.431
H  -1.481  5.893  -2.650
H  -0.872  5.514  -1.027
H  -1.230  7.130  -1.392
H  -3.845  5.583  1.149
H  -4.957  4.469  1.667
C  4.875  -3.956  -4.123
C  3.516  -4.665  -4.231
C  2.406  -3.612  -3.918
O  2.319  -3.296  -2.512
C  1.130  -2.566  -2.207
N  3.247  -5.183  -5.568
H  5.653  -4.638  -4.447
H  5.066  -3.562  -3.140
H  4.837  -3.120  -4.815
H  3.372  -5.483  -3.493
H  1.447  -4.042  -4.219
H  2.549  -2.712  -4.525
H  0.996  -1.741  -2.941
H  1.252  -2.047  -1.242
H  0.300  -3.238  -2.339
H  3.984  -5.790  -5.859
H  2.378  -5.640  -5.648
C  -2.614  -0.466  3.742
C  -1.607  0.194  4.693
C  -1.221  1.687  4.355
O  -0.035  2.029  4.995
C  0.366  3.336  4.630
N  -2.013  0.062  6.066
H  -3.546  0.058  3.552
H  -2.903  -1.455  4.123
H  -2.068  -0.563  2.815
H  -0.680  -0.306  4.499
H  -2.052  2.302  4.739
H  -1.101  1.843  3.283
H  -0.486  4.038  4.605
H  0.736  3.309  3.587
H  1.173  3.598  5.332
H  -2.894  0.484  6.316
H  -1.339  0.468  6.720
C  5.938  0.001  -3.190
C  4.482  0.234  -3.443
C  4.175  0.275  -4.954
O  2.961  0.924  -5.191
C  2.425  0.679  -6.439
N  3.543  -0.625  -2.719
H  6.743  0.555  -3.682
H  6.251  -1.065  -3.318
H  6.150  0.121  -2.098
H  4.272  1.287  -3.252
H  4.154  -0.789  -5.257
H  4.957  0.829  -5.477
H  3.146  0.879  -7.256
H  1.560  1.346  -6.535
H  2.098  -0.376  -6.577
H  3.764  -1.546  -3.064
H  2.549  -0.422  -2.846
C  -5.368  0.799  0.439
C  -6.680  0.456  1.041
C  -6.557  -0.649  2.037
O  -7.823  -0.950  2.677
C  -7.691  -2.088  3.438
N  -7.259  1.660  1.727
H  -4.739  1.403  1.071
H  -5.576  1.390  -0.465
H  -4.681  -0.027  0.127
H  -7.361  0.157  0.215
H  -5.865  -0.281  2.827
H  -6.205  -1.594  1.585
H  -8.632  -2.203  3.993
H  -6.852  -1.981  4.137
H  -7.442  -2.971  2.853
H  -6.570  1.946  2.403
H  -8.142  1.425  2.149
C  1.623  -0.720  0.744
C  1.380  0.426  -0.269
C  0.203  1.325  0.133
O  -0.905  0.452  0.317
C  -2.121  1.235  0.139
N  2.493  1.272  -0.585
H  2.461  -1.384  0.553
H  0.729  -1.350  0.832
H  1.740  -0.276  1.759
H  0.891  -0.025  -1.162
H  -0.016  2.049  -0.672
H  0.433  1.954  0.984
H  -2.293  1.372  -0.938
H  -2.062  2.173  0.712
H  -2.915  0.614  0.547
H  2.366  1.679  -1.491
H  3.324  0.700  -0.671
C  1.752  4.310  -2.456
C  0.722  3.409  -2.980
C  0.120  3.976  -4.288
O  -0.898  3.204  -4.728
C  -1.456  3.542  -5.990
N  1.148  2.000  -3.212
H  2.614  4.307  -3.121
H  1.976  3.945  -1.423
H  1.425  5.340  -2.363
H  -0.137  3.384  -2.307
H  0.837  4.007  -5.144
H  -0.214  5.005  -4.096
H  -1.993  4.510  -5.952
H  -2.162  2.742  -6.227
H  -0.657  3.570  -6.758
H  0.323  1.493  -3.514
H  1.888  1.812  -3.878
C  -1.812  -1.860  -4.109
C  -2.022  -0.760  -5.136
C  -2.916  -1.230  -6.306
C  -4.374  -1.418  -5.905
C  -5.009  -0.214  -5.216
C  -4.152  0.392  -4.097
N  -2.728  0.427  -4.536
O  -1.896  0.916  -3.424
C  -4.539  1.811  -3.812
C  -4.355  -0.431  -2.838
C  -0.652  -0.327  -5.632
H  -2.725  -2.351  -3.735
H  -1.363  -1.316  -3.254
H  -1.119  -2.630  -4.423
H  -2.814  -0.584  -7.175
H  -2.593  -2.217  -6.695
H  -4.370  -2.314  -5.218
H  -4.963  -1.724  -6.784
H  -5.954  -0.420  -4.740
H  -5.241  0.504  -6.033
H  -4.293  2.467  -4.624
H  -5.574  1.977  -3.515
H  -3.943  2.205  -2.993
H  -3.588  -0.143  -2.123
H  -5.325  -0.235  -2.355
H  -4.247  -1.488  -2.948
H  0.062  -0.028  -4.856
H  -0.704  0.412  -6.392
H  -0.212  -1.213  -6.131
H  -1.611  1.739  -3.789
C  3.000  5.601  2.901
C  2.547  5.309  1.443
C  2.766  6.539  0.514
C  4.201  6.750  0.057
C  4.837  5.481  -0.535
C  4.663  4.277  0.457
N  3.250  4.104  0.847
O  3.039  2.989  1.634
C  4.997  2.999  -0.348
C  5.656  4.431  1.642
C  1.038  4.963  1.416
H  2.497  6.467  3.304
H  4.094  5.721  3.003
H  2.855  4.728  3.515
H  2.170  6.457  -0.394
H  2.390  7.446  1.020
H  4.847  6.941  0.919
H  4.323  7.622  -0.615
H  5.938  5.655  -0.640
H  4.473  5.288  -1.571
H  4.960  2.145  0.314
H  4.257  2.884  -1.132
H  6.045  3.049  -0.741
H  6.664  4.075  1.380
H  5.620  5.466  2.032
H  5.291  3.839  2.464
H  0.641  4.710  0.422
H  0.443  5.813  1.839
H  0.808  4.190  2.094
H  3.001  2.315  0.931
C  3.743  -1.677  4.189
C  3.995  -0.317  4.866
C  4.505  -0.646  6.275
C  5.920  -1.197  6.183
C  6.849  -0.169  5.515
C  6.335  0.250  4.107
N  4.938  0.583  4.138
O  4.413  0.742  2.822
C  7.067  1.505  3.668
C  6.606  -0.935  3.115
C  2.670  0.383  4.975
H  3.126  -2.374  4.810
H  4.629  -2.210  3.912
H  3.284  -1.515  3.191
H  4.466  0.159  6.985
H  3.850  -1.406  6.666
H  5.915  -2.121  5.593
H  6.288  -1.497  7.166
H  7.887  -0.555  5.377
H  6.976  0.638  6.242
H  8.179  1.393  3.907
H  7.016  1.692  2.609
H  6.762  2.284  4.380
H  5.765  -1.027  2.461
H  7.490  -0.977  2.466
H  6.504  -1.863  3.692
H  2.751  1.264  5.641
H  1.992  -0.350  5.398
H  2.268  0.734  4.019
H  4.071  1.645  2.776
C  -3.164  -7.524  1.454
C  -3.891  -6.194  1.323
C  -3.753  -5.342  2.635
C  -4.042  -3.851  2.470
C  -3.311  -3.189  1.337
C  -3.465  -3.945  -0.034
N  -3.224  -5.403  0.235
O  -3.503  -6.100  -0.966
C  -4.876  -3.671  -0.624
C  -2.416  -3.461  -1.013
C  -5.443  -6.532  1.072
H  -3.601  -8.143  2.269
H  -2.106  -7.423  1.642
H  -3.285  -8.124  0.540
H  -4.366  -5.685  3.479
H  -2.698  -5.385  2.955
H  -3.880  -3.430  3.480
H  -5.112  -3.841  2.231
H  -2.263  -2.998  1.596
H  -3.683  -2.132  1.179
H  -4.933  -2.670  -1.100
H  -5.095  -4.315  -1.436
H  -5.697  -3.769  0.072
H  -1.376  -3.815  -0.856
H  -2.754  -3.679  -2.038
H  -2.369  -2.364  -0.949
H  -6.040  -5.592  1.141
H  -5.841  -7.313  1.715
H  -5.496  -6.837  0.055
H  -2.672  -6.226  -1.389

Summary:
SMILES string: CC1(C)CCCC(C)(C)N1O.CC1(C)CCCC(C)(C)N1O.CC1(C)CCCC(C)(C)N1O.CC1(C)CCCC(C)(C)N1O.COC[C@H](C)N.COC[C@H](C)N.COC[C@H](C)N.COC[C@H](C)N.COC[C@H](C)N.COC[C@H](C)N.COC[C@H](C)N.COC[C@H](C)N
Lowest unoccupied orbital energy (eV): 0.45
Orbital gap (Eh): 0.30691
M (g/mol): 1342.1

---

Q) Computed, not measured: a 12-piece molecular cluster, C68H164N12O12 overall, with wB97M-V/def2-TZVPD.

Cartesian coordinates (Å):
C  -0.988  1.265  5.473
C  -1.971  0.282  6.100
C  -3.253  0.925  6.618
C  -4.263  1.371  5.614
C  -4.551  0.152  4.688
C  -3.295  -0.568  4.155
N  -2.382  -0.821  5.281
O  -1.192  -1.491  4.808
C  -3.818  -1.967  3.689
C  -2.681  0.177  2.943
C  -1.240  -0.328  7.332
H  -0.169  0.674  5.070
H  -0.569  1.991  6.155
H  -1.430  1.775  4.610
H  -3.625  0.197  7.330
H  -2.878  1.839  7.140
H  -3.835  2.199  5.081
H  -5.207  1.644  6.068
H  -5.200  0.499  3.898
H  -5.169  -0.556  5.275
H  -3.053  -2.593  3.232
H  -4.227  -2.446  4.581
H  -4.574  -1.728  2.915
H  -1.641  -0.092  2.759
H  -3.266  0.000  2.040
H  -2.645  1.225  3.199
H  -1.873  -0.962  7.965
H  -0.875  0.434  7.997
H  -0.391  -0.939  7.043
H  -1.327  -2.389  5.147
C  -4.357  -0.434  -6.456
C  -2.911  0.148  -6.644
C  -2.819  1.186  -7.805
C  -1.453  1.885  -7.821
C  -1.191  2.539  -6.504
C  -1.302  1.553  -5.313
N  -2.659  0.874  -5.430
O  -2.735  -0.033  -4.375
C  0.001  0.663  -5.205
C  -1.312  2.388  -3.999
C  -2.067  -1.146  -6.849
H  -4.509  -1.090  -5.575
H  -4.792  -0.969  -7.315
H  -5.039  0.474  -6.380
H  -2.976  0.603  -8.684
H  -3.616  1.889  -7.686
H  -1.145  2.554  -8.604
H  -0.715  1.092  -7.922
H  -1.923  3.315  -6.298
H  -0.257  3.066  -6.447
H  -0.172  -0.145  -4.479
H  0.262  0.212  -6.150
H  0.762  1.326  -4.830
H  -0.489  3.131  -3.961
H  -2.184  3.009  -4.008
H  -1.258  1.744  -3.125
H  -1.097  -0.910  -7.290
H  -2.591  -1.804  -7.515
H  -1.970  -1.631  -5.894
H  -3.480  0.356  -3.846
C  1.283  -6.077  3.042
C  2.324  -5.735  1.993
C  2.821  -6.972  1.216
C  3.682  -6.640  0.025
C  2.879  -5.759  -0.912
C  2.365  -4.476  -0.208
N  1.599  -4.944  0.955
O  0.934  -3.789  1.527
C  3.569  -3.456  0.079
C  1.390  -3.760  -1.176
C  3.480  -4.980  2.700
H  1.589  -6.940  3.636
H  0.334  -6.471  2.633
H  1.113  -5.209  3.653
H  3.291  -7.642  1.979
H  1.977  -7.572  0.819
H  3.808  -7.538  -0.544
H  4.669  -6.267  0.240
H  2.023  -6.358  -1.235
H  3.347  -5.534  -1.847
H  4.285  -3.829  0.785
H  4.043  -3.247  -0.930
H  3.147  -2.471  0.386
H  1.372  -2.683  -1.034
H  1.643  -3.911  -2.230
H  0.391  -4.094  -1.053
H  4.430  -5.147  2.216
H  3.485  -5.383  3.766
H  3.264  -3.919  2.675
H  1.575  -3.185  1.949
C  4.504  -3.425  -5.434
C  3.374  -2.539  -5.951
C  2.411  -2.067  -4.774
C  3.114  -0.972  -3.928
C  3.643  0.133  -4.852
C  4.595  -0.343  -5.975
N  3.838  -1.323  -6.690
O  4.600  -1.760  -7.767
C  4.782  0.882  -6.894
C  5.972  -0.772  -5.478
C  2.538  -3.374  -6.892
H  4.865  -3.066  -4.451
H  5.366  -3.471  -6.042
H  4.102  -4.431  -5.238
H  1.411  -1.761  -5.164
H  2.230  -3.011  -4.227
H  4.064  -1.455  -3.597
H  2.458  -0.642  -3.149
H  4.056  0.951  -4.205
H  2.815  0.532  -5.475
H  5.404  0.764  -7.765
H  3.773  0.957  -7.338
H  5.100  1.769  -6.349
H  6.504  0.152  -5.236
H  5.976  -1.401  -4.601
H  6.519  -1.333  -6.228
H  3.089  -3.911  -7.693
H  1.740  -2.729  -7.263
H  2.039  -4.168  -6.277
H  4.086  -1.589  -8.553
C  -0.677  -4.115  -4.638
C  -2.084  -4.114  -4.084
C  -2.430  -5.500  -3.496
O  -2.442  -6.479  -4.484
C  -2.406  -7.782  -4.022
N  -2.235  -3.064  -3.129
H  -0.051  -4.240  -3.740
H  -0.406  -3.225  -5.153
H  -0.571  -4.956  -5.300
H  -2.821  -3.997  -4.933
H  -3.332  -5.486  -2.892
H  -1.619  -5.786  -2.764
H  -3.213  -7.968  -3.275
H  -1.457  -8.003  -3.539
H  -2.425  -8.501  -4.911
H  -2.353  -2.164  -3.559
H  -1.443  -3.023  -2.494
C  4.119  -0.797  3.474
C  2.825  -1.174  4.180
C  2.446  0.018  5.083
O  3.285  0.042  6.256
C  2.720  0.822  7.248
N  1.810  -1.333  3.129
H  4.408  -1.640  2.821
H  4.879  -0.626  4.271
H  3.819  0.035  2.789
H  2.921  -2.129  4.687
H  1.375  -0.153  5.411
H  2.581  0.922  4.531
H  2.929  1.905  7.092
H  3.040  0.516  8.221
H  1.630  0.795  7.239
H  1.742  -0.448  2.660
H  0.920  -1.497  3.584
C  0.078  -0.325  -1.704
C  0.419  -0.319  -0.207
C  0.210  1.102  0.289
O  0.566  1.189  1.601
C  0.074  2.338  2.225
N  -0.499  -1.179  0.550
H  -0.957  -0.076  -1.818
H  0.440  -1.250  -2.158
H  0.609  0.506  -2.154
H  1.499  -0.559  -0.050
H  -0.797  1.451  0.120
H  0.827  1.815  -0.284
H  0.405  2.415  3.288
H  -1.015  2.349  2.271
H  0.524  3.223  1.788
H  -0.228  -2.175  0.388
H  -0.304  -1.012  1.535
C  -5.570  -3.164  -0.869
C  -4.477  -2.764  0.074
C  -3.517  -3.893  0.412
O  -4.214  -4.743  1.272
C  -3.370  -5.857  1.679
N  -3.641  -1.709  -0.606
H  -6.340  -2.414  -1.058
H  -6.199  -3.937  -0.452
H  -5.071  -3.501  -1.812
H  -4.781  -2.312  1.009
H  -2.561  -3.585  0.850
H  -3.316  -4.455  -0.526
H  -2.439  -5.615  2.214
H  -3.158  -6.327  0.685
H  -3.855  -6.645  2.325
H  -2.795  -1.598  -0.043
H  -3.301  -2.188  -1.410
C  -6.218  2.040  -0.902
C  -5.077  1.974  -1.837
C  -3.830  2.383  -1.016
O  -4.019  3.618  -0.460
C  -3.352  3.841  0.800
N  -4.757  0.705  -2.517
H  -7.098  1.472  -1.178
H  -6.416  3.137  -0.837
H  -5.892  1.655  0.114
H  -5.252  2.684  -2.660
H  -2.890  2.179  -1.536
H  -3.830  1.657  -0.105
H  -3.584  2.967  1.374
H  -3.819  4.705  1.228
H  -2.249  3.893  0.712
H  -5.607  0.234  -2.814
H  -4.445  0.101  -1.807
C  2.010  6.648  2.243
C  1.212  7.418  1.227
C  0.475  6.517  0.250
O  1.356  5.739  -0.544
C  0.709  5.040  -1.585
N  0.117  8.229  1.766
H  2.756  6.152  1.622
H  1.377  5.919  2.751
H  2.503  7.186  3.078
H  1.932  8.025  0.690
H  -0.132  7.145  -0.414
H  -0.191  5.859  0.778
H  0.194  5.689  -2.306
H  -0.166  4.496  -1.155
H  1.427  4.454  -2.129
H  0.362  8.947  2.388
H  -0.335  8.743  1.044
C  3.274  3.308  2.525
C  4.469  3.975  3.245
C  4.918  3.100  4.397
O  5.839  3.828  5.173
C  6.597  3.038  6.081
N  5.605  4.207  2.304
H  2.487  3.102  3.257
H  3.490  2.366  2.009
H  2.863  4.036  1.808
H  4.134  4.961  3.615
H  5.395  2.147  4.017
H  4.168  2.673  5.050
H  7.346  3.599  6.662
H  7.145  2.204  5.600
H  5.980  2.736  6.899
H  6.399  4.322  2.924
H  5.828  3.344  1.818
C  -1.526  5.070  4.166
C  -0.835  6.156  4.960
C  -1.761  6.594  6.171
O  -2.971  7.204  5.828
C  -2.886  8.400  5.099
N  0.419  5.730  5.474
H  -1.376  4.104  4.742
H  -1.298  4.941  3.086
H  -2.567  5.344  4.116
H  -0.701  7.051  4.317
H  -1.285  7.310  6.834
H  -2.023  5.713  6.780
H  -2.347  8.313  4.122
H  -2.333  9.099  5.710
H  -3.850  8.801  4.979
H  1.075  5.438  4.796
H  0.837  6.475  6.067

Summary:
SMILES string: CC1(C)CCCC(C)(C)N1O.CC1(C)CCCC(C)(C)N1O.CC1(C)CCCC(C)(C)N1O.CC1(C)CCCC(C)(C)N1O.COC[C@H](C)N.COC[C@H](C)N.COC[C@H](C)N.COC[C@H](C)N.COC[C@H](C)N.COC[C@H](C)N.COC[C@H](C)N.COC[C@H](C)N
Lowest unoccupied orbital energy (eV): 0.51
Orbital gap (Eh): 0.32404
M (g/mol): 1342.1

---

Most stable structure among those shown: P).